1.
Entry from OMol25: a structure of composition C15H10NPtSe2Te2 (the ωB97M-V functional and the def2-TZVPD basis).

Last column: Löwdin charge in e.
Geometry (Å):
Pt1 1.07 1.91 0.67  0.1777
Te1 2.48 3.21 2.43  0.1907
Te2 0.05 4.43 0.30  0.0675
Se1 1.28 3.14 -1.49  -0.2635
Se2 1.12 1.22 3.11  -0.1950
N1 -0.41 0.27 -0.03  0.0482
C1 -1.77 0.34 -0.12  -0.1853
C2 -0.54 -2.09 -0.39  0.0016
C3 3.82 -1.95 -0.32  -0.1092
C4 3.67 0.38 0.29  -0.1439
C5 -1.89 -2.04 -0.47  -0.0133
C6 0.20 -0.89 -0.17  -0.2126
C7 -3.77 1.68 -0.08  -0.0693
C8 -4.56 0.54 -0.30  -0.0936
C9 1.67 -0.88 -0.09  -0.2103
C10 -3.97 -0.69 -0.43  -0.0523
C11 2.28 0.33 0.26  -0.3906
C12 4.43 -0.74 0.02  -0.0960
C13 -2.41 1.60 0.01  -0.0319
C14 2.44 -2.01 -0.37  -0.0535
C15 -2.56 -0.81 -0.34  -0.1625
H1 -4.25 2.65 0.02  0.1038
H2 4.41 -2.83 -0.54  0.0899
H3 -2.46 -2.95 -0.63  0.1134
H4 -5.64 0.63 -0.37  0.0954
H5 5.52 -0.68 0.06  0.0949
H6 4.16 1.31 0.56  0.0497
H7 -0.01 -3.03 -0.48  0.0965
H8 -4.55 -1.58 -0.60  0.1053
H9 1.98 -2.95 -0.66  0.0900
H10 -1.80 2.47 0.17  -0.0418

Calculated values
net charge = -1
orbital gap = 5.502 eV
total energy = -165737.2198 eV
highest occupied orbital energy = -3.124 eV

2.
Entry from OMol25: a cluster of 6 separate species, C18H32O18 in total at a distorted geometry (the ωB97M-V functional and the def2-TZVPD basis).

Last column: Löwdin charge in e.
Geometry (Å):
O1 1.95 -16.34 -7.32  0.0702
O2 -0.56 -13.46 -10.48  0.0021
O3 5.89 -11.08 -6.93  0.1377
O4 1.21 -12.05 -10.48  0.1503
O5 1.74 -16.92 0.01  -0.0061
O6 1.23 -14.15 0.35  0.1763
O7 1.04 -14.53 -1.86  0.0695
O8 0.20 -10.85 -0.16  0.0184
O9 2.02 -17.64 -5.49  0.1675
O10 4.31 -11.41 -8.51  -0.0014
O11 4.43 -12.80 -6.90  -0.0154
O12 -1.72 -11.95 -0.28  0.1563
O13 2.62 -17.57 -1.81  -0.0035
O14 3.06 -14.26 -0.93  0.0857
O15 -0.14 -12.33 -8.71  -0.0252
O16 3.08 -18.75 0.05  0.1420
O17 -0.39 -11.74 -2.09  -0.0341
O18 0.84 -15.74 -5.51  0.0263
C1 1.45 -15.02 -7.59  -0.0890
C2 0.37 -14.86 -6.55  -0.0902
C3 1.24 -10.21 -0.85  -0.0563
C4 2.53 -17.85 -0.53  -0.6014
C5 4.97 -11.70 -7.39  -0.6298
C6 1.73 -14.28 -0.71  -0.5798
C7 4.87 -10.39 -9.31  -0.0450
C8 -0.72 -11.56 -0.80  -0.6198
C9 1.62 -16.69 -6.06  -0.5727
C10 0.28 -11.09 -8.12  -0.0151
C11 -1.27 -12.53 -2.87  -0.0370
C12 4.86 -13.32 -5.63  -0.0076
C13 3.48 -18.31 -2.66  -0.0338
C14 0.27 -12.56 -9.96  -0.6461
C15 1.50 -16.96 1.39  -0.0505
C16 -0.02 -14.34 -11.46  -0.0404
C17 1.95 -14.51 -2.96  -0.1121
C18 3.33 -14.57 -2.27  -0.1185
H1 1.87 -13.66 -3.62  0.1202
H2 3.82 -15.54 -2.39  0.1109
H3 -0.11 -10.28 -8.74  0.1031
H4 5.86 -10.68 -9.66  0.1009
H5 1.21 -17.95 1.77  0.0983
H6 -1.87 -13.27 -2.33  0.1029
H7 0.80 -9.49 -1.55  0.1001
H8 3.96 -13.83 -2.77  0.1133
H9 2.27 -14.30 -7.54  0.1266
H10 1.83 -15.41 -3.55  0.1037
H11 0.38 -13.85 -6.13  0.1216
H12 4.23 -10.17 -10.16  0.0947
H13 1.37 -11.08 -8.09  0.0875
H14 -1.98 -11.87 -3.38  0.0979
H15 4.41 -17.78 -2.87  0.0941
H16 3.70 -19.31 -2.29  0.0983
H17 5.28 -12.58 -4.96  0.1001
H18 2.96 -18.47 -3.60  0.0699
H19 -0.63 -15.12 -6.89  0.1399
H20 -0.63 -13.06 -3.57  0.0728
H21 5.58 -14.09 -5.90  0.1051
H22 4.99 -9.44 -8.79  0.0971
H23 1.07 -14.42 -11.46  0.0986
H24 3.98 -13.84 -5.26  0.0745
H25 -0.30 -15.34 -11.10  0.0932
H26 2.44 -16.75 1.92  0.1071
H27 0.72 -16.28 1.72  0.0930
H28 -0.18 -10.97 -7.14  0.0913
H29 -0.45 -14.18 -12.44  0.0958
H30 1.80 -9.58 -0.15  0.0957
H31 2.00 -10.86 -1.27  0.0926
H32 1.14 -15.11 -8.63  0.1275

Calculated values
orbital gap = 10.764 eV
total energy = -56039.1254 eV
highest occupied orbital energy = -10.721 eV

3.
Entry from OMol25: a cluster of 2 separate species, C4H10N4O in total at a distorted geometry (the ωB97M-V functional and the def2-TZVPD basis).

Last column: Löwdin charge in e.
Geometry (Å):
O1 0.94 0.65 1.56  -0.0601
N1 2.02 -1.51 -0.31  0.2762
N2 -0.25 2.00 -1.41  0.1329
N3 0.51 0.79 0.26  -0.1142
N4 -1.67 -0.82 1.31  0.2680
C1 0.76 -1.44 -0.45  0.0462
C2 -0.55 -1.73 -0.61  0.0109
C3 -1.73 -1.42 0.19  -0.0256
C4 0.21 1.93 -0.20  -0.2454
H1 1.06 1.45 2.08  0.1198
H2 2.40 -2.24 0.27  0.1779
H3 -0.77 -2.56 -1.30  0.1551
H4 -0.51 2.90 -1.75  0.1140
H5 -2.40 -0.55 1.91  0.1555
H6 0.16 2.83 0.54  0.2057
H7 2.80 -0.87 -0.64  0.2201
H8 -2.60 -1.95 -0.37  0.2048
H9 -0.43 1.09 -2.01  0.1919
H10 -0.71 -0.36 1.61  0.1664

Calculated values
net charge = +2
orbital gap = 6.741 eV
total energy = -12296.2391 eV
highest occupied orbital energy = -16.614 eV

> Which value of highest occupied orbital energy does entry 2 give?

-10.721 eV